No. 1
The following is a DFT calculation (wB97M-V/def2-TZVPD) of C4H7N2P in the gas phase.

Energy above the lowest of the compared OMol25 structures with the same formula, charge and spin = 342.13 kJ/mol
HOMO-LUMO gap = 7.67 eV
LUMO level = 0.3 eV
HOMO level = -7.3 eV

Each line ends with the Mulliken charge.
Element x y z (Å)
C: -0.998 -0.446 -0.066  -0.441
C: -1.112 0.604 -0.822  -0.105
C: 0.289 -0.925 0.676  0.575
C: -0.041 1.066 -1.524  -0.504
N: 0.017 -2.032 1.448  -0.416
N: 0.484 2.274 -1.391  -0.254
P: 1.820 -0.088 0.652  -0.152
H: -1.907 -0.905 0.389  0.131
H: -2.057 0.884 -1.263  0.297
H: -1.006 -2.223 1.633  0.180
H: 0.684 -2.670 1.845  0.204
H: 0.067 3.085 -0.842  0.237
H: 1.212 2.505 -2.131  0.288
H: 2.547 -1.129 1.397  -0.038

***

No. 2
The following is a DFT calculation (wB97M-V/def2-TZVPD) of C26H32N4O6S in the gas phase.

Energy above the lowest of the compared OMol25 structures with the same formula, charge and spin = 98.73 kJ/mol
Structure (SMILES) = COCCNC(=O)CSc1nc2ccccc2c(=O)n1CCC(=O)NCCc1ccc(OC)c(OC)c1
HOMO-LUMO gap = 8.56 eV
LUMO level = 0.5 eV
HOMO level = -8.1 eV

Each line ends with the Mulliken charge.
Element x y z (Å)
C: 4.507 0.564 -3.694  -0.756
O: 3.174 0.209 -3.421  -0.383
C: 2.931 -0.173 -2.090  -0.080
C: 2.988 1.008 -1.106  -0.936
N: 2.307 0.687 0.125  0.210
C: 1.393 1.491 0.679  0.335
O: 1.107 2.601 0.268  -0.696
C: 0.725 0.894 1.913  -0.734
S: -0.560 -0.306 1.443  -0.063
C: 0.375 -1.789 1.272  0.253
N: 1.651 -1.719 1.428  -0.307
C: 2.391 -2.866 1.310  0.099
C: 3.783 -2.797 1.423  -0.424
C: 4.535 -3.943 1.307  -0.514
C: 3.926 -5.176 1.080  -0.599
C: 2.557 -5.258 0.963  -0.624
C: 1.777 -4.107 1.078  0.208
C: 0.333 -4.169 0.911  0.548
O: -0.309 -5.172 0.687  -0.704
N: -0.321 -2.930 1.032  0.160
C: -1.725 -2.906 0.677  -1.366
C: -1.882 -2.827 -0.850  -0.630
C: -1.013 -1.706 -1.406  0.310
O: 0.192 -1.835 -1.544  -0.593
N: -1.665 -0.578 -1.717  0.148
C: -0.972 0.615 -2.164  0.492
C: -1.986 1.718 -2.470  -1.642
C: -2.767 2.044 -1.227  -0.193
C: -4.022 1.503 -0.999  -0.413
C: -4.676 1.758 0.192  -0.874
C: -4.106 2.546 1.186  0.357
O: -4.874 2.676 2.308  -0.483
C: -4.641 3.724 3.223  -0.701
C: -2.828 3.094 0.963  0.904
O: -2.258 3.850 1.953  -0.407
C: -1.115 4.618 1.639  -0.769
C: -2.189 2.833 -0.242  0.022
H: 5.200 -0.222 -3.370  0.308
H: 4.577 0.682 -4.774  0.277
H: 4.788 1.507 -3.212  0.283
H: 3.646 -0.950 -1.777  0.420
H: 1.928 -0.609 -2.087  0.046
H: 2.490 1.877 -1.546  0.436
H: 4.028 1.275 -0.884  0.432
H: 2.399 -0.254 0.504  0.045
H: 0.193 1.673 2.459  0.450
H: 1.437 0.378 2.554  0.601
H: 4.246 -1.838 1.600  0.500
H: 5.611 -3.888 1.393  0.407
H: 4.532 -6.065 0.992  0.405
H: 2.058 -6.198 0.779  0.475
H: -2.204 -2.057 1.168  0.615
H: -2.167 -3.839 1.040  0.439
H: -1.533 -3.768 -1.278  0.390
H: -2.932 -2.681 -1.100  0.455
H: -2.625 -0.449 -1.432  0.192
H: -0.286 0.957 -1.382  -0.531
H: -0.379 0.364 -3.048  0.477
H: -1.442 2.596 -2.819  0.414
H: -2.656 1.385 -3.265  0.406
H: -4.511 0.907 -1.757  0.519
H: -5.657 1.353 0.383  0.458
H: -3.717 3.577 3.784  0.201
H: -5.491 3.699 3.905  0.312
H: -4.608 4.694 2.722  0.283
H: -0.890 5.180 2.545  0.263
H: -0.257 3.996 1.371  0.208
H: -1.323 5.315 0.822  0.358
H: -1.202 3.228 -0.416  0.303

***

No. 3
The following is a DFT calculation (wB97M-V/def2-TZVPD) of 2 unconnected molecules or ions with the total composition C6H17N2.

Energy above the lowest of the compared OMol25 structures with the same formula, charge and spin = 575.25 kJ/mol
HOMO-LUMO gap = 5.75 eV
Charge = +1
LUMO level = -8.0 eV
HOMO level = -13.7 eV

Each line ends with the Mulliken charge.
Element x y z (Å)
C: 1.727 -0.236 -0.395  -0.278
N: 0.356 0.018 -0.342  0.078
C: -0.183 0.665 0.745  -0.894
C: -1.418 1.632 0.508  0.508
C: -2.425 0.724 -0.203  -1.297
C: -1.870 2.241 1.819  -1.394
C: 2.028 -1.687 0.006  -0.450
N: 1.378 -2.588 -0.953  -0.481
H: 2.403 0.340 0.284  0.308
H: 2.070 -0.030 -1.406  0.370
H: 0.402 -2.335 -1.005  0.227
H: -0.520 -0.082 1.620  0.346
H: 0.570 1.314 1.253  0.463
H: -0.891 2.324 -0.175  0.298
H: -2.713 -0.082 0.482  0.361
H: -2.135 0.228 -1.120  0.371
H: -3.390 1.174 -0.429  0.374
H: -2.440 1.526 2.466  0.336
H: -0.991 2.578 2.353  0.458
H: -2.537 3.094 1.633  0.378
H: 3.110 -1.886 0.038  0.383
H: 1.603 -1.927 1.018  0.283
H: 2.518 -2.369 -5.995  0.008
H: 1.653 -3.536 -0.731  0.255
H: 1.773 -2.424 -5.912  -0.008

***

No. 4
The following is a DFT calculation (wB97M-V/def2-TZVPD) of C5H8N2O in the gas phase.

Energy above the lowest of the compared OMol25 structures with the same formula, charge and spin = 412.29 kJ/mol
Structure (SMILES) = CC(=C\C=O)/N=C/N
HOMO-LUMO gap = 9.18 eV
LUMO level = 0.5 eV
HOMO level = -8.7 eV

Each line ends with the Mulliken charge.
Element x y z (Å)
C: 1.289 0.076 -1.464  -0.905
C: 0.039 0.014 -0.544  0.520
C: -0.855 -1.056 -0.465  -0.335
C: -0.826 -2.523 -1.132  -0.054
O: -1.728 -3.299 -0.807  -0.481
N: -0.145 1.216 0.264  -0.579
C: -0.032 1.168 1.570  0.083
N: -0.270 2.235 2.275  -0.363
H: 1.453 -0.945 -1.770  0.296
H: 2.211 0.739 -1.018  0.277
H: 0.917 0.714 -2.570  0.210
H: -1.571 -1.171 0.543  0.191
H: -0.275 -2.630 -2.028  0.345
H: 0.451 0.199 2.213  0.195
H: 0.220 2.231 3.201  0.277
H: -0.877 3.033 1.732  0.322

***

No. 5
The following is a DFT calculation (wB97M-V/def2-TZVPD) of 2 unconnected molecules or ions with the total composition C10H9BrO.

Energy above the lowest of the compared OMol25 structures with the same formula, charge and spin = 62.52 kJ/mol
HOMO-LUMO gap (spin up / spin down) = 6.85 / 8.53 eV
Spin multiplicity = 3
LUMO level (spin up / spin down) = 0.7 / -0.7 eV
HOMO level (spin up / spin down) = -6.1 / -9.2 eV

Each line ends with the Mulliken charge.
Element x y z (Å)
C: 0.477 1.648 2.294  -0.844
C: 0.024 2.215 1.050  -0.354
C: 1.494 0.713 2.234  -0.018
C: 0.566 1.834 -0.201  -0.670
C: 2.036 0.264 1.040  -0.678
C: 1.532 0.789 -0.200  0.919
C: 2.007 0.170 -1.298  0.237
C: -1.137 -2.206 -1.554  -0.515
C: -2.556 -1.453 -1.467  -0.495
C: -1.402 -1.000 -0.685  0.189
O: 2.375 -0.450 -2.213  -0.396
Br: -1.424 -1.140 1.288  -0.135
H: -0.161 1.928 3.119  0.360
H: -0.648 2.921 0.937  0.538
H: 1.733 0.124 3.198  0.240
H: 0.125 2.321 -1.113  0.314
H: 2.689 -0.603 0.938  0.347
H: -0.909 -3.177 -1.214  0.323
H: -0.706 -1.953 -2.570  0.156
H: -2.705 -0.969 -2.475  0.183
H: -3.409 -1.975 -1.106  0.299

***

No. 6
The following is a DFT calculation (wB97M-V/def2-TZVPD) of a molecular structure, C17H38AlN6P.

Energy above the lowest of the compared OMol25 structures with the same formula, charge and spin = 0.00 kJ/mol
HOMO-LUMO gap = 9.08 eV
Charge = +4
LUMO level = -12.4 eV
HOMO level = -21.5 eV

Each line ends with the Mulliken charge.
Element x y z (Å)
Al: 0.485 -0.131 -0.112  -0.428
C: -1.046 0.439 -2.724  -0.930
N: -0.015 -0.459 -2.146  0.661
C: -0.433 -1.887 -2.378  -1.117
C: 1.214 -0.214 -2.993  -0.863
C: 2.484 -0.488 -2.243  -0.494
N: 2.379 0.275 -0.934  -0.202
C: 3.574 -0.071 -0.084  -0.926
C: 2.661 1.739 -1.283  -1.037
H: -1.312 0.235 -3.804  0.435
H: -0.706 1.458 -2.670  0.369
H: -1.990 0.379 -2.161  0.143
H: -0.799 -2.105 -3.396  0.496
H: -1.256 -2.143 -1.700  0.198
H: 0.387 -2.519 -2.103  0.405
H: 1.205 0.853 -3.234  0.433
H: 1.102 -0.837 -3.943  0.432
H: 3.351 -0.035 -2.767  0.510
H: 2.614 -1.574 -2.026  0.338
H: 4.500 0.250 -0.620  0.523
H: 3.525 -1.118 0.243  0.267
H: 3.519 0.527 0.821  0.402
H: 3.663 1.761 -1.651  0.603
H: 2.569 2.411 -0.359  0.269
H: 1.943 2.047 -2.067  0.350
N: 0.109 6.149 3.397  -0.199
C: 0.234 5.216 2.733  -0.621
C: 0.362 4.020 1.970  0.756
C: -0.011 4.027 0.622  -0.857
C: -0.149 2.799 0.030  0.052
N: 0.264 1.626 0.685  1.551
C: 0.849 1.652 1.958  -0.400
C: 0.803 2.844 2.642  -0.610
H: -0.336 4.966 0.135  0.569
H: -0.682 2.728 -0.938  0.224
H: 1.059 0.673 2.498  0.270
H: 1.070 2.983 3.686  0.570
C: 1.991 -2.229 2.682  -1.551
P: 0.881 -2.299 1.198  1.556
C: 1.384 -3.833 0.339  -1.479
C: -0.624 -2.934 2.085  -1.663
H: 2.468 -3.236 2.756  0.534
H: 1.437 -2.054 3.598  0.463
H: 2.782 -1.505 2.446  0.421
H: 0.777 -4.688 0.610  0.518
H: 2.419 -4.089 0.511  0.508
H: 1.388 -3.867 -0.740  0.307
H: -0.318 -3.804 2.682  0.533
H: -1.469 -3.292 1.341  0.349
H: -1.098 -2.179 2.778  0.443
N: -5.404 0.679 0.249  -0.245
C: -4.219 -0.237 0.464  -0.925
C: -2.893 0.501 0.325  -0.838
N: -1.704 -0.468 0.237  -0.377
H: -6.299 0.144 0.197  0.401
H: -5.345 1.262 -0.581  0.348
H: -5.544 1.305 1.075  0.406
H: -4.233 -1.014 -0.279  0.505
H: -4.336 -0.728 1.437  0.373
H: -2.710 1.181 1.160  0.475
H: -2.945 1.043 -0.594  0.535
H: -2.043 -1.335 -0.217  0.189
H: -1.539 -0.801 1.160  0.072

***

Repeat the fifth record exactly.
The following is a DFT calculation (wB97M-V/def2-TZVPD) of 2 unconnected molecules or ions with the total composition C10H9BrO.

Energy above the lowest of the compared OMol25 structures with the same formula, charge and spin = 62.52 kJ/mol
HOMO-LUMO gap (spin up / spin down) = 6.85 / 8.53 eV
Spin multiplicity = 3
LUMO level (spin up / spin down) = 0.7 / -0.7 eV
HOMO level (spin up / spin down) = -6.1 / -9.2 eV

Each line ends with the Mulliken charge.
Element x y z (Å)
C: 0.477 1.648 2.294  -0.844
C: 0.024 2.215 1.050  -0.354
C: 1.494 0.713 2.234  -0.018
C: 0.566 1.834 -0.201  -0.670
C: 2.036 0.264 1.040  -0.678
C: 1.532 0.789 -0.200  0.919
C: 2.007 0.170 -1.298  0.237
C: -1.137 -2.206 -1.554  -0.515
C: -2.556 -1.453 -1.467  -0.495
C: -1.402 -1.000 -0.685  0.189
O: 2.375 -0.450 -2.213  -0.396
Br: -1.424 -1.140 1.288  -0.135
H: -0.161 1.928 3.119  0.360
H: -0.648 2.921 0.937  0.538
H: 1.733 0.124 3.198  0.240
H: 0.125 2.321 -1.113  0.314
H: 2.689 -0.603 0.938  0.347
H: -0.909 -3.177 -1.214  0.323
H: -0.706 -1.953 -2.570  0.156
H: -2.705 -0.969 -2.475  0.183
H: -3.409 -1.975 -1.106  0.299